C6H14F3NO5S | ωB97M-V with the def2-TZVPD basis set

## Properties
- Gap between HOMO and LUMO: 0.394 Eh
- Maximum force: 0.24 eV/Å

```
30
Properties=species:S:1:pos:R:3:forces:R:3
N -0.03612 2.19040 -1.09845 -0.1 0.0 0.0
O -0.92172 1.03358 -1.17457 0.2 -0.1 -0.1
S -1.19143 0.34138 0.28591 -0.2 -0.1 0.0
O -2.59952 0.06047 0.31075 0.1 0.0 0.2
O -0.56262 -1.13653 -0.03243 0.0 0.1 -0.2
C 0.81827 -1.22297 -0.41582 0.0 0.0 0.1
C 1.00878 -2.47372 -1.28235 0.0 0.0 0.0
O 1.62269 -2.16886 -2.52627 -0.1 0.1 0.0
C 0.75945 -1.51817 -3.42668 -0.1 0.0 0.1
C 1.56962 -0.54804 -4.25668 0.0 0.1 0.1
F 2.67459 -1.09415 -4.75779 0.1 -0.1 -0.1
F 0.83445 -0.08369 -5.27461 -0.1 0.1 -0.1
F 1.95474 0.52307 -3.52308 0.0 0.0 0.0
H 0.51366 2.07184 -1.94683 0.0 0.0 0.0
H 0.61057 2.01796 -0.32692 0.0 0.0 0.0
H 1.10216 -0.35534 -1.01557 0.0 0.0 0.0
H 1.44376 -1.24959 0.48095 -0.1 0.0 -0.1
H 1.66792 -3.19541 -0.80125 0.0 0.1 0.0
H 0.02953 -2.94446 -1.43032 0.1 0.0 0.0
H -0.01177 -0.92753 -2.91617 0.0 -0.1 -0.1
H 0.26893 -2.22724 -4.10255 0.1 0.0 0.0
C -1.60997 0.64756 4.70267 0.0 0.0 0.0
C -0.71613 1.77196 4.21466 0.0 0.0 0.0
O -1.39128 2.65520 3.32776 0.0 0.0 0.0
H -2.00873 0.08506 3.85768 0.0 0.0 0.0
H -1.05952 -0.03578 5.35120 0.0 0.0 0.0
H -2.45387 1.04411 5.27197 0.0 0.0 0.0
H 0.12049 1.36974 3.64246 0.0 0.0 0.0
H -0.30085 2.32919 5.06142 0.0 0.0 0.0
H -2.13607 3.03997 3.80093 0.0 0.0 -0.1
```
Positions in Å, forces in eV/Å.

ClH2NP2 | ωB97M-V with the def2-TZVPD basis set

## Properties
- Relative energy (zero: lowest compared OMol25 entry of this formula, charge and spin): 393.2 kJ/mol
- Gap between HOMO and LUMO (alpha / beta): 0.299 / 0.262 Eh
- Maximum force: 3.24 eV/Å

```
6
Properties=species:S:1:pos:R:3:forces:R:3
N -0.27901 2.59104 0.86787 -1.0 2.6 -0.8
P 0.78471 1.63884 1.37870 1.7 0.3 0.6
P -0.19147 -0.20682 0.92890 -2.2 -1.2 2.0
Cl 0.70258 4.83023 1.00250 -0.6 -1.5 0.1
H 0.89569 -0.50836 0.27012 2.5 -1.1 -1.3
H -0.96365 -0.23173 -0.21577 -0.5 0.8 -0.6
```
Positions in Å, forces in eV/Å.

CHF2NO3 | ωB97M-V with the def2-TZVPD basis set

## Properties
- Relative energy (zero: lowest compared OMol25 entry of this formula, charge and spin): 171.8 kJ/mol
- Structure (SMILES): O=[N+]([O-])C(O)(F)F
- Gap between HOMO and LUMO: 0.416 Eh
- Maximum force: 5.13 eV/Å

```
8
Properties=species:S:1:pos:R:3:forces:R:3
O -1.06012 0.86959 1.50657 0.4 -0.8 0.5
N -0.48684 -0.07420 0.99228 -0.6 0.6 0.0
O -0.39984 -1.21666 1.36812 0.3 0.8 -0.3
C 0.01177 0.39439 -0.39353 3.3 -3.4 -1.9
O 0.60295 -0.88919 -1.25730 -2.3 3.7 1.7
F -1.04302 0.83373 -0.99696 0.3 -0.3 -0.7
F 0.93872 1.36998 -0.26621 -1.1 -1.5 0.0
H 1.43639 -1.28764 -0.95296 -0.3 0.8 0.7
```
Positions in Å, forces in eV/Å.

C20H35B2ClF4N4O23PS4 | ωB97M-V with the def2-TZVPD basis set

## Properties
- Gap between HOMO and LUMO: 0.247 Eh
- Total charge: +1
- Maximum force: 9.75 eV/Å

```
94
Properties=species:S:1:pos:R:3:forces:R:3
C 1.60090 -1.55095 3.11344 0.2 -0.2 1.3
C 2.48592 -2.25221 1.92828 0.7 1.4 -0.3
C 1.72488 -2.25305 0.43714 -0.4 -1.3 1.4
Cl 2.92521 -2.25654 -0.99913 -1.4 0.2 1.5
C 0.52318 -1.11284 0.31250 -2.8 0.2 -0.8
C -1.04845 -1.66747 0.11089 0.8 4.7 0.1
C -1.40770 -3.27734 -0.02447 -1.0 -1.2 -1.3
F -2.78714 -3.61221 -0.41291 4.1 2.0 1.1
F -0.59364 -3.86894 -1.15677 -2.0 1.8 3.7
C -1.17138 -4.11118 1.40768 -2.3 -1.5 0.7
F -2.17460 -5.24152 1.40655 3.1 3.5 0.0
F -1.52474 -3.27498 2.58674 1.3 -2.3 -3.8
C -2.21741 -0.47259 0.05405 2.0 1.1 0.7
C -3.84090 -0.79183 -0.07775 -4.3 -0.5 -6.0
O -4.37417 -0.72198 -1.32602 4.3 -0.6 8.7
O -4.72269 -1.18990 1.02960 3.9 2.3 -1.4
B -4.47633 -0.40894 2.25748 0.4 -0.8 1.4
N -5.04776 0.99422 2.34660 0.7 -2.6 1.4
O -3.71507 -1.10208 3.34329 -1.1 3.3 -2.2
C -1.84920 1.15493 0.12937 4.6 -3.8 0.7
P -3.13640 2.56705 -0.00270 -5.0 1.9 -2.6
O -4.55255 2.21152 -0.55288 5.3 0.4 2.2
O -2.46642 3.70678 -1.19454 -0.5 -0.6 4.7
O -3.37019 3.43210 1.51596 2.8 -1.8 -2.4
C -0.22135 1.50019 0.33207 -2.4 -2.1 -0.3
C 0.20776 3.10928 0.47825 0.0 1.5 0.5
N 0.76639 3.69566 -0.81407 0.3 -0.4 1.5
N 0.85195 0.39205 0.38374 -4.5 -0.6 0.2
B 2.30060 0.92907 0.50699 4.3 1.2 0.0
N 3.17621 1.02428 -0.75814 -3.0 -1.2 2.2
O 2.90707 1.41322 1.76205 -1.1 0.1 -3.3
H 0.44371 -1.70325 3.03608 2.1 0.1 -0.1
H 1.81091 -0.40579 3.27794 -0.3 -2.2 -0.8
H 1.92899 -2.08148 4.13151 -0.9 1.4 -2.7
H 3.46940 -1.60924 1.76223 -2.0 -1.4 0.5
H 2.81929 -3.35278 2.23184 -0.9 2.4 -0.9
H 1.30625 -3.37118 0.41609 0.2 3.0 -0.5
H -0.12457 -4.62837 1.46921 -2.0 1.3 0.3
H -6.05659 0.86056 2.65862 1.6 0.7 -0.6
H -4.48887 1.47429 3.08622 -1.2 -0.2 -0.5
H -3.47029 -0.39199 4.00849 -0.6 -1.4 -0.9
H -2.43481 4.57315 -0.65489 -0.1 -1.5 -1.4
H -2.50093 3.51663 2.00762 -1.3 0.0 -0.6
H -0.72748 3.80722 0.73448 1.7 -2.2 -0.5
H 0.90686 3.31231 1.42564 -1.3 -1.1 -2.1
H 1.81071 3.81744 -0.73814 -1.7 0.0 -0.2
H 0.29274 4.60422 -1.05262 0.8 -1.4 0.5
H 3.98993 0.37253 -0.70776 -0.8 0.9 -0.3
H 2.52824 0.78875 -1.54260 1.4 0.0 0.4
H 3.65179 2.06951 1.53708 -1.5 -1.7 0.3
C 3.55351 -4.60467 -6.10975 -0.2 -0.6 -0.4
C 3.02489 -5.44115 -4.94761 -0.6 0.4 -0.2
O 4.14935 -5.64992 -4.09626 0.9 0.7 -0.3
S 5.13315 -4.35233 -4.19014 0.5 -0.2 -0.1
O 4.84306 -3.48422 -3.07060 0.6 -0.9 -1.3
O 6.46590 -4.81125 -4.50567 -1.8 0.7 0.8
O 4.48157 -3.68962 -5.52961 0.2 -0.2 1.2
H 4.09411 -5.22748 -6.82977 -0.1 0.0 0.1
H 2.75569 -4.06323 -6.62512 0.3 0.1 0.2
H 2.60827 -6.39589 -5.27725 0.3 0.1 0.2
H 2.26796 -4.89117 -4.37848 0.0 0.0 -0.1
C -6.86993 1.10308 -4.26219 -0.4 -0.6 0.3
C -5.77475 0.09316 -3.92999 0.0 0.6 0.7
O -5.21733 -0.28020 -5.18803 -0.4 0.6 -1.0
S -5.30021 0.99371 -6.20328 0.1 0.0 -0.3
O -4.01978 1.66561 -6.18962 -1.6 -0.7 -0.3
O -5.95232 0.56707 -7.41947 1.1 0.6 1.5
O -6.35251 1.88710 -5.33586 1.0 -0.4 -0.4
H -7.77646 0.60001 -4.61385 0.1 0.0 0.1
H -7.11630 1.74052 -3.40881 0.2 0.0 -0.3
H -6.16170 -0.78307 -3.40438 0.1 0.1 -0.3
H -4.98125 0.55454 -3.33265 -0.2 -0.1 0.0
C 1.31020 -3.02512 8.34712 -0.5 -0.6 0.4
C 2.40538 -4.03504 8.67931 0.0 0.5 0.7
O 2.96280 -4.40839 7.42127 -0.4 0.7 -1.1
S 2.87993 -3.13449 6.40602 0.7 0.0 0.8
O 4.16035 -2.46259 6.41968 -1.9 -0.8 -0.5
O 2.22782 -3.56113 5.18983 1.0 0.0 1.4
O 1.82763 -2.24110 7.27344 1.0 -0.4 -0.6
H 0.40367 -3.52819 7.99545 0.1 0.0 0.1
H 1.06383 -2.38768 9.20049 0.2 0.1 -0.3
H 2.01844 -4.91127 9.20493 0.1 0.0 -0.3
H 3.19888 -3.57366 9.27666 -0.1 0.0 0.0
C 2.97815 8.49343 -2.44910 0.7 -0.1 -0.5
C 2.70090 7.09824 -3.00253 -0.3 0.6 -0.7
O 2.58730 6.25790 -1.85636 -0.1 0.4 1.2
S 1.95852 7.12334 -0.62508 0.5 0.6 0.0
O 0.53745 6.86152 -0.56903 1.5 0.2 0.3
O 2.82940 6.98892 0.51943 -1.5 -0.2 -1.3
O 2.17773 8.60309 -1.27330 -0.6 -1.3 0.5
H 4.02799 8.60037 -2.15764 -0.1 0.0 -0.1
H 2.71752 9.27983 -3.16249 -0.1 -0.1 0.3
H 3.49775 6.74569 -3.66171 -0.1 -0.1 0.3
H 1.74623 7.06938 -3.53835 0.1 0.0 0.0
```
Positions in Å, forces in eV/Å.

C4H8O3S | ωB97M-V with the def2-TZVPD basis set

## Properties
- Relative energy (zero: lowest compared OMol25 entry of this formula, charge and spin): 188.4 kJ/mol
- Gap between HOMO and LUMO: 0.360 Eh
- Maximum force: 3.23 eV/Å

```
16
Properties=species:S:1:pos:R:3:forces:R:3
C 0.88058 -0.08067 -0.63463 -0.6 -0.3 -0.2
C -0.59450 -0.55610 -0.73905 0.2 0.3 -1.5
C -0.87449 0.35781 0.44954 0.0 -0.5 -0.4
C 0.55552 0.09091 0.83174 0.7 -0.3 2.8
H 2.75717 -0.52170 -0.88846 -0.8 -0.3 -0.1
H 0.99492 0.90180 -1.12682 -0.4 -0.2 0.2
H -0.75715 -1.61358 -0.44298 0.4 0.5 0.0
H -1.21558 -0.84558 -2.66649 0.3 0.2 1.0
H -0.86134 1.42468 0.22351 -0.6 0.0 -0.5
H -2.76028 0.21423 0.67845 2.3 -0.8 2.2
H 0.66700 -0.80665 1.49371 -0.1 0.4 -1.1
H 1.12644 1.17869 2.86659 -0.5 -0.4 1.6
O 1.88159 -0.92729 -1.05786 1.2 -0.5 0.0
O -1.29610 -0.23013 -1.91110 -0.6 0.0 -0.8
O -1.93290 -0.01439 1.28011 -2.6 0.9 -1.7
S 1.42913 1.42799 1.64372 1.0 0.9 -1.4
```
Positions in Å, forces in eV/Å.

| no. | DFT total energy (hartree) |
| --- | --- |
| 1 | -1365.654694 |
| 2 | -1198.698382 |
| 3 | -518.770564 |
| 4 | -5575.515205 |
| 5 | -781.061493 |